(1)
C55H45BrN6O4PS2Tl as an isolated structure. Source: the OMol25 dataset; level of theory: wB97M-V/def2-TZVPD.

Cartesian coordinates (Å):
Tl: -0.7504 0.2155 -0.0207
S: -4.0359 1.6550 4.9330
C: -4.6213 2.8182 6.0134
C: -3.6435 3.6640 6.4706
C: -2.4582 3.5539 5.7127
C: -2.4721 2.4868 4.8835
C: -1.3168 1.9805 4.1422
C: -1.4760 1.2854 2.9322
N: -0.4718 0.8245 2.2075
C: 0.7604 0.9812 2.6559
C: 1.0604 1.6679 3.8392
C: 2.3746 1.7493 4.3275
C: 3.4148 1.3271 3.5860
C: 3.1136 0.6763 2.3390
C: 4.1832 0.2868 1.5277
C: 3.9823 -0.2747 0.2792
C: 2.6361 -0.4746 -0.0908
N: 1.6125 -0.0431 0.6491
C: 1.8344 0.5144 1.8340
C: 5.0378 -0.9515 -0.5142
C: 6.1254 -1.5301 0.0077
C: 6.7583 -2.3748 -0.9212
C: 6.2745 -2.2846 -2.1655
S: 4.7885 -1.3351 -2.1901
C: -0.0414 2.1840 4.5603
H: -5.6276 2.6622 6.4283
H: -3.8272 4.4091 7.2180
H: -1.6035 4.2155 5.7739
H: -2.5156 1.1658 2.5563
H: 2.5786 2.2762 5.2500
H: 4.4993 1.3703 3.8885
H: 5.1937 0.4000 1.8768
H: 2.3228 -0.9195 -1.0525
H: 6.4050 -1.3803 1.0263
H: 7.4614 -3.1618 -0.6696
H: 6.5705 -2.7819 -3.0768
H: 0.1707 2.7248 5.4393
O: 1.8570 0.2483 -3.4085
N: 0.8991 -0.7119 -3.1096
C: -0.2549 -0.2126 -3.3506
C: -0.5417 1.0992 -4.0296
C: -0.6554 1.1279 -5.4087
C: -1.0192 2.3160 -6.0694
C: -1.3461 3.3988 -5.3066
C: -1.1990 3.4330 -3.9345
C: -0.7608 2.2759 -3.2294
P: -0.7560 2.3609 -1.4095
C: 0.5479 3.4532 -0.9132
C: 1.8211 3.0192 -1.3856
C: 2.9006 3.8264 -1.0206
C: 2.7412 5.0639 -0.3837
C: 1.4445 5.5748 -0.1024
C: 0.4058 4.7018 -0.3742
C: -2.2666 3.0202 -0.7116
C: -3.4526 3.0674 -1.4543
C: -4.6387 3.4332 -0.8557
C: -4.6293 3.7220 0.4907
C: -3.4489 3.6410 1.1976
C: -2.2686 3.3130 0.6317
H: 2.6428 -0.2667 -3.2900
H: -1.1041 -0.9439 -3.2064
H: -0.5958 0.2196 -5.9915
H: -1.0976 2.3054 -7.1574
H: -1.6566 4.2570 -5.9022
H: -1.3325 4.3515 -3.3741
H: 2.0637 2.1281 -1.9247
H: 3.9418 3.5542 -1.2165
H: 3.6527 5.5664 -0.1775
H: 1.4072 6.5527 0.3971
H: -0.5788 5.0814 -0.1886
H: -3.3381 2.8381 -2.5699
H: -5.4211 3.6242 -1.5154
H: -5.4430 4.0698 1.0969
H: -3.4754 3.8637 2.1990
H: -1.3424 3.2976 1.1532
C: 4.6738 -5.8252 -1.4233
C: 3.9837 -6.0115 -0.0425
N: 2.6157 -5.6459 -0.0134
C: 1.6979 -6.7581 0.1793
C: 1.7153 -7.7590 -1.0008
C: 2.2914 -4.3477 -0.1372
O: 3.1836 -3.5039 -0.1781
C: 0.8715 -3.8956 -0.3147
C: -0.0132 -4.6098 -1.1276
C: -1.2839 -4.1308 -1.4161
C: -1.4521 -2.8115 -1.0934
N: -0.5945 -2.0464 -0.3642
C: 0.5121 -2.5873 0.1017
H: 5.7212 -6.0850 -1.3310
H: 4.4987 -4.7898 -1.7904
H: 4.2948 -6.5561 -2.1972
H: 4.4109 -5.3926 0.8077
H: 4.0606 -6.9867 0.3470
H: 0.6766 -6.3802 0.3347
H: 2.0101 -7.3508 1.0323
H: 1.4588 -7.3411 -1.9540
H: 1.0373 -8.5752 -0.8036
H: 2.7244 -8.1006 -0.9644
H: 0.3358 -5.5659 -1.5138
H: -1.9556 -4.7367 -2.0108
H: -2.2948 -2.2338 -1.4321
H: 1.2427 -2.0123 0.6377
Br: -7.6307 -0.6895 2.9016
C: -6.8209 -0.3128 1.2554
C: -7.6381 0.3421 0.3766
N: -7.2201 0.7769 -0.8211
C: -5.9759 0.5194 -1.1262
C: -5.0678 -0.0027 -0.2319
C: -5.4601 -0.4670 0.9536
C: -3.6018 0.0061 -0.5309
O: -3.1554 0.1217 -1.6706
O: -2.8694 -0.0347 0.5477
H: -8.6012 0.6698 0.6382
H: -5.6177 0.7565 -2.1738
H: -4.7634 -0.8998 1.6980

Atoms 1-3, force components in eV/Å:
Tl -0.1509 -0.1307 -0.5328
S 1.1957 0.5867 -0.6321
C -0.3610 -0.4149 1.4633

Net charge: +2
HOMO level in hartree: -0.4638
LUMO in eV: -5.57
Calculated total energy in a.u.: -6636.0612



(2)
C55H45Cl2KN3O2S2Te as an isolated structure. Source: the OMol25 dataset; level of theory: wB97M-V/def2-TZVPD.

Cartesian coordinates (Å):
K: 0.4761 -0.8237 2.0614
C: 4.1886 7.1231 1.2116
C: 3.5089 5.7808 1.1488
C: 4.0186 4.7640 0.3444
C: 3.3867 3.5321 0.2652
C: 2.2190 3.3308 0.9855
C: 1.7064 4.3135 1.8162
C: 2.3551 5.5350 1.8914
S: 1.4388 1.7239 0.8761
O: 0.4649 1.6315 2.0110
C: 0.5869 1.9481 -0.6927
C: 1.2496 1.2788 -1.7444
C: 0.7560 1.3453 -3.0134
C: -0.4374 2.0496 -3.2841
C: -0.9806 2.1027 -4.5884
C: -2.1647 2.7404 -4.8279
C: -2.8621 3.3564 -3.7716
C: -2.3620 3.3286 -2.4991
C: -1.1347 2.6780 -2.2173
C: -0.5998 2.6138 -0.8904
C: -1.3530 3.2294 0.2324
C: -1.3480 4.6401 0.4184
C: -0.6203 5.5069 -0.4308
C: -0.6154 6.8558 -0.2133
C: -1.3328 7.4103 0.8650
C: -2.0454 6.5985 1.7029
C: -2.0760 5.1984 1.5022
C: -2.8033 4.3451 2.3636
C: -2.8101 2.9953 2.1606
C: -2.0964 2.4465 1.0842
S: -2.0775 0.6415 0.9363
O: -2.8655 0.1899 2.1014
C: -3.1392 0.5513 -0.5117
C: -2.6011 0.0108 -1.6673
C: -3.3815 -0.0580 -2.8145
C: -4.6935 0.4001 -2.8112
C: -5.5212 0.3724 -4.0683
C: -5.2241 0.9173 -1.6257
C: -4.4537 0.9962 -0.4790
H: 5.2364 7.0485 0.9201
H: 4.1406 7.5442 2.2172
H: 3.7043 7.8323 0.5339
H: 4.9361 4.9296 -0.2124
H: 3.8027 2.7232 -0.3343
H: 0.8207 4.1012 2.4062
H: 1.9590 6.3123 2.5377
H: 2.1297 0.6841 -1.5074
H: 1.2563 0.8264 -3.8234
H: -0.4398 1.6164 -5.3936
H: -2.5747 2.7701 -5.8307
H: -3.8062 3.8507 -3.9697
H: -2.9094 3.7928 -1.6897
H: -0.0508 5.0834 -1.2515
H: -0.0469 7.5067 -0.8676
H: -1.3146 8.4814 1.0267
H: -2.6005 7.0144 2.5372
H: -3.3488 4.7802 3.1948
H: -3.3405 2.3148 2.8186
H: -1.5800 -0.3596 -1.6625
H: -2.9571 -0.4690 -3.7257
H: -5.0517 -0.2442 -4.8353
H: -5.6321 1.3835 -4.4728
H: -6.5233 -0.0179 -3.8770
H: -6.2524 1.2665 -1.6089
H: -4.8633 1.3968 0.4442
C: -3.3437 -5.0850 0.0785
N: -3.3615 -3.7430 0.6542
C: -4.5928 -3.2092 1.2185
C: -2.3440 -2.9212 0.4814
N: -1.4593 -2.1803 0.3267
H: -3.7269 -5.8016 0.8049
H: -2.3209 -5.3659 -0.1557
H: -3.9565 -5.1286 -0.8284
H: -5.3864 -3.1753 0.4657
H: -4.4073 -2.2016 1.5851
H: -4.9225 -3.8349 2.0507
Te: 1.2146 -3.7759 0.6942
C: 3.0230 -4.8537 0.8959
C: 4.1207 -4.4885 0.1192
C: 5.3399 -5.1371 0.2694
C: 5.4722 -6.1688 1.1903
C: 4.3794 -6.5459 1.9599
C: 3.1637 -5.8869 1.8170
C: 0.1161 -5.7607 0.4633
C: 0.0263 -6.4220 -0.7652
C: -0.8201 -7.5120 -0.9580
C: -1.6148 -7.9705 0.0867
C: -1.5484 -7.3302 1.3202
C: -0.6981 -6.2400 1.4937
H: 4.0219 -3.6714 -0.5875
H: 6.1914 -4.8232 -0.3255
H: 6.4258 -6.6712 1.3147
H: 4.4754 -7.3464 2.6865
H: 2.3209 -6.1705 2.4344
H: 0.6369 -6.0751 -1.5973
H: -0.8622 -8.0056 -1.9273
H: -2.2756 -8.8204 -0.0584
H: -2.1614 -7.6816 2.1475
H: -0.6720 -5.7403 2.4624
Cl: 4.3641 -0.2075 -0.9063
C: 4.7377 -1.0506 0.5984
C: 6.0619 -1.0842 0.9747
C: 6.4498 -1.7331 2.1496
C: 5.4422 -2.2850 2.9444
C: 4.1279 -2.2355 2.5439
Cl: 2.9085 -2.8007 3.6844
C: 3.6280 -1.7147 1.2757
N: 2.4038 -1.7824 0.8339
H: 6.7995 -0.6024 0.3402
H: 7.4915 -1.7841 2.4447
H: 5.6811 -2.7444 3.8972

Atoms 1-3, force components in eV/Å:
K -0.2984 -1.2246 0.5321
C -0.0344 0.0151 -0.0062
C -0.0118 0.0010 0.0153

Net charge: -1
HOMO level in hartree: -0.0885
LUMO in eV: 1.66
Energy above the lowest of the compared OMol25 structures with the same formula, charge and spin in kcal per mole: 11.78
Calculated total energy in a.u.: -5022.2893